1.
The following is a DFT calculation (ωB97M-V with the def2-TZVPD basis set) of a cluster of 6 separate species, C23H35F2NO6S2 in total in a non-equilibrium geometry.

Multiplicity = 1
Energy above the lowest of the compared OMol25 structures with the same formula, charge and spin = 0.656 eV
Calculated total energy = -2399.34652 a.u.
HOMO = -8.40 eV

Geometry as XYZ:
```
69
Properties=species:S:1:pos:R:3:forces:R:3:lowdin_charge:R:1
C -50.6601 0.9775 13.1926 -2.785 -1.350 -0.485 0.012
C -50.5486 -0.4146 13.9987 -2.484 -2.448 -2.732 -0.306
O -51.3769 -1.3545 13.8784 3.613 3.686 1.108 0.078
N -49.3307 -0.4884 14.8373 0.314 -1.093 -1.922 -0.013
H -48.4928 -0.2173 14.2666 -0.756 -0.253 0.235 0.122
H -49.4016 0.3852 15.4101 0.192 2.313 2.713 0.003
C -49.0262 -1.6654 15.7087 0.314 0.145 0.989 -0.008
H -50.6495 1.7011 13.9959 0.983 0.754 -0.148 0.037
H -51.7824 1.0931 12.8516 2.084 -0.740 0.611 0.112
H -50.0806 1.1469 12.2107 -0.249 -0.429 2.138 0.110
H -49.3118 -2.5398 15.0999 0.008 0.112 0.849 0.087
H -49.5819 -1.5247 16.7173 0.804 -0.445 -1.976 0.118
H -47.8940 -1.6978 15.9406 -1.923 0.280 -0.528 0.124
O -49.4227 1.3431 16.5680 1.628 1.932 -0.649 -0.418
H -48.7693 2.1386 16.5293 -1.864 -2.190 -0.037 -0.052
F -45.4760 4.6195 21.4616 0.070 0.746 1.886 0.101
C -45.8541 4.0736 20.3511 -0.815 -2.158 -3.611 -0.353
C -47.1625 3.6079 20.0836 -0.135 0.971 1.963 -0.047
C -47.5750 3.1000 18.8637 3.264 -0.006 0.632 -0.096
C -46.5664 2.7429 17.9257 -0.924 0.001 1.184 -0.086
C -45.2290 3.1632 18.1642 -2.477 -0.611 1.108 -0.076
C -44.9012 3.8227 19.3725 3.523 1.655 0.018 -0.027
H -47.8510 3.5372 20.9515 0.209 0.639 -0.708 0.123
H -48.5792 2.8404 18.8257 -1.586 -0.834 -0.656 0.067
H -46.9096 1.9140 17.2573 0.894 1.209 -0.159 0.101
H -44.5916 2.7577 17.4371 1.578 0.052 -0.564 0.068
H -43.7243 4.2722 19.6560 -3.618 -1.626 -1.125 0.186
F -48.3222 -3.9913 20.8491 0.061 -0.090 0.534 0.056
C -48.1233 -2.6772 21.0186 0.119 2.681 -1.340 -0.272
C -47.3520 -2.1294 22.0548 0.322 -0.519 -1.330 -0.038
C -47.0048 -0.7627 21.9628 2.216 1.298 1.822 -0.122
C -47.5469 0.1294 21.0455 -2.095 -1.575 -1.336 -0.106
C -48.4219 -0.4397 20.0224 -0.491 2.753 -0.590 -0.066
C -48.6230 -1.8289 19.9561 1.033 0.241 1.876 -0.034
H -46.8349 -2.8082 22.7384 -0.325 0.364 -0.057 0.111
H -46.1111 -0.3358 22.6658 -2.550 -1.195 -1.440 0.149
H -47.4734 1.2214 21.0730 0.541 -0.670 0.090 0.068
H -48.9809 0.4469 19.2398 1.828 -3.309 2.069 0.168
H -49.0589 -2.3327 19.1250 -0.636 -0.071 -0.416 0.081
C -45.2144 4.0077 12.7906 1.645 2.342 0.466 -0.264
C -46.4744 4.5258 13.3566 -2.426 1.596 -0.869 -0.276
C -47.0016 3.6163 14.3543 -2.290 -4.591 -5.337 -0.200
S -46.1919 2.0395 13.9547 3.098 -0.070 2.877 0.714
O -47.1293 0.9634 13.7910 -0.341 -0.277 -0.431 -0.328
O -45.0834 1.8972 14.9172 -1.290 -0.294 -1.042 -0.326
C -45.4167 2.5504 12.4562 -0.476 0.751 -2.585 -0.228
H -44.2745 4.2042 13.4743 -1.963 -0.724 -1.071 0.172
H -45.1042 4.6995 11.9845 0.893 -0.231 -1.288 0.110
H -47.3238 4.5397 12.6366 1.149 0.109 -0.661 0.135
H -46.5392 5.5438 13.7023 0.818 0.485 0.324 0.127
H -47.9631 3.2117 13.9449 -0.280 1.186 1.874 0.119
H -46.8197 3.9050 15.2645 0.296 0.808 5.456 0.045
H -46.0482 2.3336 11.4749 1.219 0.532 2.208 0.165
H -44.3716 2.3100 12.3390 -0.050 -1.701 0.066 0.105
C -52.2154 5.7415 16.2361 3.184 0.957 1.203 -0.185
C -53.4341 6.1951 15.4754 2.424 1.711 1.221 -0.304
C -54.1301 4.9878 15.3230 -2.786 -3.593 3.110 -0.306
S -53.0822 3.6446 14.8420 -0.334 3.196 2.119 0.594
O -52.7689 3.8318 13.4786 0.680 -0.414 -2.417 -0.303
O -53.7128 2.5143 15.3667 -0.599 -3.217 0.577 -0.292
C -51.6673 4.2734 15.7710 -0.935 1.544 0.633 -0.178
H -52.5911 5.7290 17.2914 0.973 -0.233 -0.633 0.119
H -51.2979 6.4833 16.1209 -1.861 -1.462 0.623 0.143
H -53.3435 6.8192 14.6140 0.810 -0.267 -1.231 0.122
H -54.0496 6.8302 16.0486 -0.476 0.913 1.318 0.110
H -54.7955 5.2852 14.6286 -3.144 -0.685 -2.682 0.072
H -54.7204 4.5946 16.3494 1.676 1.121 -2.719 0.196
H -51.0718 4.5332 14.9154 1.152 -0.364 0.036 0.066
H -51.1943 3.6278 16.5711 -0.652 0.653 -1.164 0.113
```
Positions in Å, forces in eV/Å.

---

2.
The following is a DFT calculation (ωB97M-V with the def2-TZVPD basis set) of an isolated molecule of C23H35FN4O3S.

SMILES = CSCC[C@H](N)C(=O)N1CCC(C(=O)N[C@H](C(=O)NCc2ccccc2F)C(C)C)CC1
Multiplicity = 1
Energy above the lowest of the compared OMol25 structures with the same formula, charge and spin = 0.061 eV
Calculated total energy = -1840.30645 a.u.
HOMO = -8.79 eV

Geometry as XYZ:
```
67
Properties=species:S:1:pos:R:3:forces:R:3:lowdin_charge:R:1
C -1.1373 -0.7186 -2.8408 -0.388 -0.093 0.298 -0.349
S -2.2763 -1.1374 -1.4897 -0.082 -0.260 -0.326 0.832
C -3.8271 -0.4433 -2.1453 0.420 -0.164 0.097 -0.447
C -3.8807 1.0843 -2.0903 -0.191 0.105 0.086 -0.204
C -4.9514 1.6081 -1.1174 -0.092 -0.155 -0.280 -0.310
N -4.8795 3.0640 -1.0604 -0.275 0.157 -0.165 0.034
C -4.8158 0.9508 0.2625 -0.333 0.211 -0.348 -0.432
O -5.5665 0.0250 0.5334 -0.155 -0.331 -0.084 0.047
N -3.9016 1.4017 1.1396 0.073 0.117 0.423 -0.032
C -2.8550 2.3685 0.9058 0.561 0.158 -0.413 -0.140
C -1.5000 1.6625 0.8129 -0.118 0.214 0.222 -0.121
C -1.2410 0.8200 2.0697 0.149 -0.110 -0.124 -0.220
C 0.0760 0.0755 1.8995 -0.548 0.295 0.204 -0.450
O 1.0883 0.3813 2.5108 0.330 0.107 0.270 0.053
N 0.0459 -0.9262 1.0056 0.072 -0.397 -0.230 0.129
C 1.2289 -1.6848 0.6444 0.034 -0.104 -0.220 -0.201
C 1.9845 -0.8445 -0.3998 -0.042 -0.124 0.530 -0.438
O 1.8909 -1.0222 -1.6002 -0.040 -0.179 -0.414 0.048
N 2.7024 0.1428 0.1584 0.339 0.317 0.133 0.087
C 3.4441 1.1036 -0.6234 -0.111 0.113 -0.249 -0.098
C 4.9246 1.0216 -0.3577 0.043 0.241 0.006 -0.132
C 5.5523 -0.1930 -0.1124 0.072 0.131 -0.034 -0.025
C 6.9141 -0.2568 0.1221 0.050 -0.126 0.005 -0.084
C 7.6787 0.8978 0.1140 -0.030 0.014 -0.008 -0.085
C 7.0792 2.1205 -0.1311 -0.118 0.116 -0.029 -0.012
C 5.7174 2.1617 -0.3617 0.063 -0.242 0.021 -0.229
F 5.1399 3.3626 -0.6010 0.017 -0.081 0.010 0.059
C 0.8492 -3.0722 0.1196 0.160 0.059 0.213 -0.377
C 2.1114 -3.8585 -0.2267 -0.191 0.206 -0.127 -0.054
C 0.0172 -3.8259 1.1534 0.021 0.165 -0.224 -0.056
C -2.4236 -0.1172 2.3324 -0.090 0.266 0.135 -0.113
C -3.7229 0.6850 2.3876 -0.140 -0.470 0.136 -0.125
H -1.2068 0.3437 -3.0566 0.090 0.110 -0.078 0.039
H -1.3973 -1.3050 -3.7177 0.024 0.015 -0.112 0.038
H -0.1301 -0.9633 -2.5139 0.067 0.017 -0.010 0.004
H -3.9241 -0.8188 -3.1638 -0.098 -0.003 0.036 0.077
H -4.6115 -0.8852 -1.5318 -0.059 -0.034 -0.079 0.067
H -2.9130 1.4923 -1.7956 0.029 0.034 -0.059 0.089
H -4.1089 1.4809 -3.0837 0.005 0.073 0.041 0.117
H -5.9314 1.2521 -1.4844 0.290 0.013 0.232 0.151
H -5.0781 3.4534 -1.9767 -0.023 -0.012 0.088 0.085
H -5.5785 3.4207 -0.4175 0.001 0.060 -0.084 0.094
H -2.8447 3.0631 1.7541 -0.023 0.039 -0.056 0.132
H -3.0742 2.9335 0.0011 0.111 -0.047 0.250 0.097
H -1.4937 1.0105 -0.0616 -0.017 0.075 -0.038 0.065
H -0.7094 2.4053 0.6939 0.055 0.026 -0.014 0.129
H -1.1178 1.4903 2.9271 0.076 -0.092 -0.050 0.153
H -0.7642 -1.0646 0.4178 -0.132 0.138 0.093 0.044
H 1.8462 -1.7757 1.5460 -0.060 -0.031 -0.103 0.161
H 2.6225 0.2964 1.1579 -0.119 -0.131 -0.057 0.127
H 3.2464 0.8704 -1.6767 -0.017 0.144 0.180 0.136
H 3.0842 2.1161 -0.4153 0.029 -0.139 -0.088 0.130
H 4.9573 -1.0938 -0.1105 -0.066 -0.088 0.029 0.112
H 7.3809 -1.2115 0.3104 0.043 -0.087 0.016 0.102
H 8.7410 0.8493 0.2969 0.096 0.004 0.019 0.103
H 7.6474 3.0370 -0.1447 0.038 0.108 -0.001 0.116
H 0.2566 -2.9374 -0.7910 0.020 0.014 -0.023 0.126
H 2.6764 -3.3496 -1.0026 0.103 -0.013 -0.077 0.072
H 2.7429 -3.9726 0.6525 0.081 -0.055 0.135 0.085
H 1.8466 -4.8479 -0.5904 0.019 -0.122 -0.019 0.081
H -0.2420 -4.8110 0.7744 -0.041 -0.118 -0.006 0.081
H -0.9034 -3.2954 1.3807 -0.128 -0.016 0.093 0.066
H 0.5814 -3.9492 2.0755 0.052 -0.036 0.154 0.086
H -2.5190 -0.8520 1.5315 -0.033 -0.068 0.016 0.097
H -2.2768 -0.6497 3.2729 0.009 -0.081 0.010 0.128
H -3.6932 1.4102 3.2073 -0.003 -0.006 -0.013 0.132
H -4.5781 0.0210 2.5204 0.118 0.148 0.064 0.122
```
Positions in Å, forces in eV/Å.